[1]
9 unconnected molecules or ions with the total composition C34H54O27 in a non-equilibrium geometry. Source: the OMol25 dataset; level of theory: the ωB97M-V functional and the def2-TZVPD basis.

Results
Spin multiplicity: 2
Net charge: +1
HOMO (alpha / beta): -11.92 / -11.92 eV
ΔE to the lowest compared entry with this formula, charge and spin: 15.7 kcal/mol
<S²>: 0.76

Last column: Löwdin charge in e.
Element x y z (Å)
1 C -17.175 9.876 -19.311  0.004
2 C -18.025 9.062 -20.271  -0.309
3 C -17.811 7.534 -20.283  -0.089
4 O -19.092 7.041 -20.121  0.073
5 C -19.950 7.982 -19.799  -0.594
6 O -21.081 7.779 -19.506  0.160
7 O -19.310 9.154 -19.810  0.095
8 H -17.163 9.523 -18.279  0.069
9 H -17.317 10.956 -19.294  0.094
10 H -16.137 9.760 -19.624  0.074
11 H -17.991 9.470 -21.281  0.160
12 H -17.183 7.205 -19.456  0.120
13 H -17.377 7.079 -21.173  0.135
14 C -19.534 11.372 -15.985  -0.002
15 C -19.360 9.968 -15.458  -0.299
16 C -20.486 9.018 -15.752  -0.041
17 O -19.744 7.813 -16.057  0.070
18 C -18.477 8.118 -16.287  -0.595
19 O -17.556 7.353 -16.674  0.075
20 O -18.285 9.369 -16.134  0.111
21 H -19.895 11.436 -17.012  0.094
22 H -18.758 12.122 -15.831  0.095
23 H -20.425 11.824 -15.548  0.091
24 H -19.148 9.880 -14.393  0.165
25 H -21.213 9.325 -16.505  0.145
26 H -21.153 8.808 -14.915  0.136
27 C -16.685 4.166 -18.875  0.009
28 C -15.559 4.422 -17.883  -0.267
29 C -15.776 4.206 -16.355  -0.030
30 O -14.440 3.706 -16.038  0.062
31 C -13.776 3.390 -17.135  -0.576
32 O -12.568 3.094 -17.048  0.097
33 O -14.488 3.533 -18.219  0.130
34 H -17.565 4.749 -18.600  0.051
35 H -17.111 3.167 -18.791  0.074
36 H -16.460 4.283 -19.935  0.088
37 H -15.275 5.475 -17.876  0.154
38 H -16.432 3.358 -16.156  0.106
39 H -16.058 5.091 -15.785  0.120
40 C -15.616 -0.262 -13.196  0.012
41 C -16.827 0.636 -12.825  -0.314
42 C -16.550 1.999 -12.248  -0.048
43 O -17.591 2.750 -12.836  0.127
44 C -17.884 2.214 -13.943  -0.573
45 O -18.406 2.771 -14.942  0.065
46 O -17.438 0.970 -14.035  0.097
47 H -16.126 -1.168 -13.524  0.098
48 H -14.783 -0.369 -12.501  0.100
49 H -15.171 0.118 -14.116  0.054
50 H -17.463 -0.051 -12.267  0.159
51 H -15.593 2.354 -12.630  0.151
52 H -16.561 1.956 -11.159  0.153
53 C -10.723 0.379 -17.045  0.012
54 C -11.295 -0.448 -15.816  -0.335
55 C -12.712 -0.228 -15.892  -0.194
56 O -13.322 -1.465 -15.782  0.083
57 C -12.350 -2.367 -15.690  -0.483
58 O -12.476 -3.596 -15.535  0.117
59 O -11.159 -1.796 -16.078  0.092
60 H -9.705 0.158 -17.368  0.082
61 H -10.844 1.456 -16.934  0.065
62 H -11.306 0.060 -17.908  0.087
63 H -10.859 -0.341 -14.822  0.166
64 H -13.045 0.044 -16.893  0.133
65 H -12.973 0.495 -15.119  0.143
66 C -19.966 4.699 -17.428  0.091
67 C -20.495 3.150 -17.583  -0.104
68 C -21.914 2.886 -18.130  -0.044
69 O -21.769 2.261 -19.347  0.163
70 C -20.468 1.927 -19.575  -0.419
71 O -20.163 1.224 -20.528  0.213
72 O -19.682 2.429 -18.563  0.192
73 H -19.028 4.580 -16.887  0.070
74 H -20.542 5.469 -16.914  0.098
75 H -19.750 5.161 -18.391  0.081
76 H -20.314 2.621 -16.647  0.176
77 H -22.362 3.842 -18.398  0.185
78 H -22.521 2.182 -17.561  0.187
79 C -13.239 9.764 -21.515  -0.013
80 C -13.446 8.478 -22.327  -0.354
81 C -12.207 7.538 -22.165  -0.106
82 O -12.801 6.260 -22.294  0.050
83 C -14.171 6.355 -21.952  -0.428
84 O -14.975 5.467 -21.831  0.151
85 O -14.437 7.711 -21.748  0.044
86 H -12.586 10.403 -22.111  0.093
87 H -12.784 9.517 -20.556  0.086
88 H -14.225 10.192 -21.337  0.073
89 H -13.572 8.656 -23.395  0.156
90 H -11.650 7.769 -21.257  0.129
91 H -11.526 7.668 -23.007  0.136
92 C -16.383 -0.570 -21.584  -0.067
93 O -16.099 0.202 -20.453  -0.004
94 C -16.571 -0.334 -19.281  -0.526
95 O -17.502 -1.172 -19.114  0.079
96 O -15.968 0.270 -18.304  0.014
97 C -16.297 0.073 -17.011  -0.071
98 H -17.443 -0.818 -21.540  0.092
99 H -15.874 -1.524 -21.722  0.101
100 H -16.106 0.065 -22.425  0.101
101 H -17.202 0.646 -16.811  0.096
102 H -15.471 0.287 -16.332  0.077
103 H -16.535 -0.973 -16.817  0.114
104 C -21.476 7.735 -11.419  -0.036
105 O -20.572 7.180 -12.357  -0.043
106 C -20.879 6.172 -13.210  -0.540
107 O -22.074 5.814 -13.408  0.065
108 O -19.848 5.664 -13.878  -0.009
109 C -18.442 6.018 -13.707  -0.003
110 H -22.130 6.977 -10.987  0.103
111 H -22.098 8.428 -11.986  0.092
112 H -21.005 8.353 -10.654  0.098
113 H -18.079 5.568 -12.783  0.099
114 H -18.266 7.093 -13.657  0.092
115 H -17.883 5.657 -14.570  0.066

***

[2]
A molecular structure, C28H19Cl2FN2O6Pt in a non-equilibrium geometry. Source: the OMol25 dataset; level of theory: the ωB97M-V functional and the def2-TZVPD basis.

Results
Spin multiplicity: 5
HOMO (alpha / beta): -6.85 / -6.84 eV
<S²>: 6.07

Last column: Löwdin charge in e.
Element x y z (Å)
1 Pt 0.200 -1.134 -1.254  1.382
2 O -1.974 -7.401 -3.917  -0.038
3 C -0.834 -6.977 -4.125  -0.676
4 O 0.176 -7.346 -4.721  -0.021
5 C -0.604 -5.514 -3.392  -0.057
6 C -1.629 -4.981 -2.625  0.000
7 C -1.416 -3.776 -1.983  -0.113
8 N -0.254 -3.127 -2.105  -0.051
9 C 0.723 -3.622 -2.863  -0.182
10 C 0.594 -4.831 -3.529  0.064
11 C 2.000 -2.772 -2.980  -0.584
12 O 2.939 -3.206 -3.608  0.096
13 O 1.937 -1.615 -2.397  -0.162
14 H -2.567 -5.510 -2.532  0.114
15 H -2.170 -3.316 -1.353  0.102
16 H 1.413 -5.205 -4.125  0.129
17 F -4.796 -0.193 2.372  0.074
18 C -3.952 -0.090 1.337  -0.270
19 C -4.310 -0.633 0.114  0.008
20 C -3.440 -0.520 -0.949  -0.029
21 C -2.202 0.145 -0.817  -0.344
22 C -1.297 0.286 -1.941  -0.167
23 C -1.891 0.684 0.446  -0.063
24 C -2.749 0.570 1.516  0.005
25 H -5.266 -1.128 0.008  0.126
26 H -3.718 -0.936 -1.910  0.122
27 H -0.717 1.206 -1.999  0.058
28 H -1.716 -0.019 -2.894  0.067
29 H -0.945 1.189 0.569  0.096
30 H -2.499 0.978 2.486  0.113
31 Cl 4.423 1.781 0.393  0.826
32 C 3.318 2.996 -0.134  -0.536
33 C 3.593 3.656 -1.306  -0.075
34 C 2.716 4.631 -1.757  -0.025
35 C 1.581 4.936 -1.023  -0.095
36 C 1.292 4.276 0.156  -0.540
37 Cl -0.200 4.714 0.906  0.795
38 C 2.155 3.262 0.648  -0.212
39 N 1.991 2.418 1.718  0.162
40 C 1.133 2.320 2.793  -0.164
41 C 0.697 3.458 3.491  -0.050
42 C -0.101 3.323 4.602  -0.048
43 C -0.457 2.054 5.051  -0.028
44 C 0.020 0.923 4.402  -0.011
45 C 0.834 1.020 3.285  -0.114
46 C 1.441 -0.228 2.688  -0.019
47 C 1.004 -0.543 1.251  -0.667
48 O 1.534 0.100 0.312  -0.093
49 O 0.142 -1.433 1.056  -0.046
50 H 4.484 3.405 -1.862  0.121
51 H 2.914 5.148 -2.685  0.125
52 H 0.895 5.693 -1.374  0.113
53 H 2.545 1.574 1.565  0.056
54 H 1.029 4.433 3.168  0.094
55 H -0.430 4.202 5.139  0.118
56 H -1.080 1.942 5.928  0.119
57 H -0.230 -0.058 4.783  0.129
58 H 1.193 -1.092 3.299  0.131
59 H 2.530 -0.119 2.674  0.136

***

[3]
2 unconnected molecules or ions with the total composition C5H12NO in a non-equilibrium geometry. Source: the OMol25 dataset; level of theory: the ωB97M-V functional and the def2-TZVPD basis.

Results
Spin multiplicity: 1
Net charge: +1
HOMO: -13.68 eV
ΔE to the lowest compared entry with this formula, charge and spin: 98.5 kcal/mol

Last column: Löwdin charge in e.
Element x y z (Å)
1 C -2.194 -0.801 -0.603  -0.102
2 C -0.769 -1.287 -0.208  -0.199
3 C -0.384 -0.435 1.051  -0.252
4 C -0.740 0.888 1.230  0.122
5 C 1.246 -2.073 1.889  0.196
6 N 0.863 -0.826 1.711  0.054
7 H -2.909 -1.147 0.125  0.086
8 H -2.143 -1.130 -1.719  0.125
9 H -2.228 0.236 -0.752  0.026
10 H -0.217 -1.107 -1.131  0.115
11 H -0.831 -2.421 -0.041  0.126
12 H -1.297 1.589 0.443  0.139
13 H -0.211 1.517 2.031  0.102
14 H 1.830 -2.559 2.692  0.133
15 H 1.020 -2.806 1.011  0.146
16 H 1.685 -0.252 1.907  0.184
17 H 3.132 4.412 -3.423  0.020
18 H 1.666 4.350 -3.196  0.043
19 O 2.483 3.854 -3.018  -0.063

***

[4]
A molecular structure, C25H25ClCoN4O6. Source: the OMol25 dataset; level of theory: the ωB97M-V functional and the def2-TZVPD basis.

Results
Spin multiplicity: 2
HOMO (alpha / beta): -8.60 / -8.43 eV
ΔE to the lowest compared entry with this formula, charge and spin: 1.3 kcal/mol
<S²>: 0.77

Last column: Löwdin charge in e.
Element x y z (Å)
1 Co -0.030 -1.013 -0.463  0.471
2 C 3.085 -1.599 2.312  -0.077
3 C 2.952 -0.479 3.130  -0.091
4 C 1.896 0.390 2.930  -0.042
5 C 0.978 0.139 1.903  -0.198
6 C 1.118 -0.963 1.047  -0.138
7 C 2.185 -1.832 1.283  -0.078
8 C -0.202 0.979 1.649  -0.222
9 C -0.613 2.019 2.522  0.008
10 C -1.744 2.718 2.247  0.004
11 C -2.523 2.380 1.116  -0.156
12 C -3.734 3.036 0.803  -0.036
13 C -4.472 2.643 -0.276  -0.069
14 C -4.035 1.565 -1.072  -0.042
15 C -2.864 0.915 -0.793  -0.010
16 C -2.068 1.324 0.296  -0.179
17 N -0.885 0.671 0.553  0.091
18 H 3.909 -2.284 2.474  0.104
19 H 3.670 -0.290 3.918  0.100
20 H 1.796 1.259 3.569  0.098
21 H 2.329 -2.688 0.632  0.108
22 H -0.027 2.239 3.402  0.104
23 H -2.073 3.522 2.896  0.121
24 H -4.065 3.848 1.439  0.113
25 H -5.398 3.148 -0.516  0.105
26 H -4.628 1.242 -1.917  0.115
27 H -2.549 0.073 -1.387  0.072
28 O -2.357 -0.068 -3.872  -0.293
29 Cl -1.026 -0.248 -3.397  0.713
30 O -0.150 -0.719 -4.408  -0.275
31 O -0.542 1.011 -2.845  -0.352
32 O -1.074 -1.241 -2.293  -0.410
33 O 3.629 -1.078 -2.440  0.076
34 C 2.706 -0.626 -1.789  -0.593
35 O 1.550 -1.121 -1.605  -0.081
36 C 2.875 0.740 -1.096  -0.140
37 N 1.541 1.448 -1.117  0.078
38 C 1.813 2.898 -1.296  -0.105
39 C 3.008 2.895 -2.239  -0.139
40 C 3.861 1.711 -1.752  -0.103
41 H 3.102 0.551 -0.046  0.149
42 H 0.993 1.230 -0.282  0.107
43 H 0.957 1.073 -1.889  0.107
44 H 2.075 3.311 -0.322  0.134
45 H 0.920 3.392 -1.674  0.132
46 H 3.542 3.843 -2.209  0.114
47 H 2.671 2.733 -3.264  0.123
48 H 4.614 2.037 -1.036  0.118
49 H 4.367 1.197 -2.566  0.115
50 N -0.236 -3.909 -1.073  0.172
51 C -1.044 -3.694 -0.005  -0.344
52 C -1.575 -4.773 0.729  -0.015
53 C -2.371 -4.514 1.814  -0.069
54 C -2.647 -3.193 2.171  -0.069
55 C -2.078 -2.197 1.416  -0.104
56 N -1.286 -2.424 0.358  0.065
57 H -0.139 -4.844 -1.424  0.108
58 H -0.046 -3.159 -1.723  0.076
59 H -1.345 -5.785 0.426  0.111
60 H -2.784 -5.335 2.387  0.109
61 H -3.279 -2.949 3.011  0.101
62 H -2.250 -1.155 1.652  0.108

***

[5]
A molecular structure, C2H2I4 in a non-equilibrium geometry. Source: the OMol25 dataset; level of theory: the ωB97M-V functional and the def2-TZVPD basis.

Results
Spin multiplicity: 1
HOMO (alpha / beta): -8.49 / -7.96 eV
ΔE to the lowest compared entry with this formula, charge and spin: 79.3 kcal/mol

Last column: Löwdin charge in e.
Element x y z (Å)
1 C 1.682 -0.156 -0.769  -1.305
2 C -1.557 -0.203 0.801  -1.186
3 I 2.841 -1.346 0.484  0.694
4 I 1.913 1.887 -0.631  0.657
5 I -2.188 -1.376 -0.803  0.702
6 I -1.532 1.916 0.564  0.614
7 H 0.873 -0.441 -1.444  -0.096
8 H -2.032 -0.281 1.797  -0.081

***

[6]
C10H21NO2 in the gas phase in a non-equilibrium geometry. Source: the OMol25 dataset; level of theory: the ωB97M-V functional and the def2-TZVPD basis.

Results
Spin multiplicity: 1
HOMO: -9.32 eV
ΔE to the lowest compared entry with this formula, charge and spin: 74.6 kcal/mol
Structure (SMILES): CCCC(O)(CCC)/C(C)=N\OC

Last column: Löwdin charge in e.
Element x y z (Å)
1 C 3.252 0.384 -2.000  -0.125
2 C 2.260 0.427 -0.857  -0.252
3 C 0.820 0.415 -1.429  -0.124
4 C -0.272 0.435 -0.315  -0.472
5 O -0.160 1.637 0.427  0.008
6 C -1.678 0.437 -0.936  -0.132
7 C -2.818 0.394 0.133  -0.240
8 C -4.205 0.351 -0.522  -0.121
9 C -0.033 -0.804 0.585  -0.230
10 C -0.382 -2.197 0.104  -0.022
11 N 0.486 -0.786 1.813  0.099
12 O 0.983 0.362 2.501  -0.217
13 C 2.001 -0.018 3.438  -0.072
14 H 4.247 0.342 -1.583  0.063
15 H 3.120 -0.480 -2.673  0.077
16 H 3.124 1.300 -2.613  0.084
17 H 2.414 -0.417 -0.209  0.096
18 H 2.495 1.313 -0.244  0.120
19 H 0.670 1.298 -2.052  0.124
20 H 0.701 -0.414 -2.123  0.113
21 H 0.170 1.402 1.304  0.063
22 H -1.762 1.302 -1.596  0.126
23 H -1.792 -0.440 -1.576  0.113
24 H -2.715 -0.469 0.811  0.102
25 H -2.779 1.314 0.747  0.114
26 H -5.000 0.306 0.255  0.079
27 H -4.305 -0.536 -1.183  0.076
28 H -4.308 1.212 -1.152  0.058
29 H 0.218 -2.960 0.629  0.089
30 H -1.463 -2.392 0.233  0.088
31 H -0.131 -2.319 -0.938  0.072
32 H 2.064 -1.114 3.508  0.084
33 H 1.814 0.394 4.435  0.084
34 H 2.963 0.322 3.080  0.074